Entry 1:
The following is a DFT calculation (the ωB97M-V functional and the def2-TZVPD basis) of a molecular structure, C25H30BCl5N9O2PbS2Se.

Structure (ORCA input):
```
! wB97M-V def2-TZVPD RIJCOSX def2/J DEFGRID3
* xyz 1 1
Pb -0.709 -1.164 -0.128
C -4.037 -3.389 -1.607
N -3.947 -3.393 -0.162
C -4.025 -4.486 0.668
C -3.847 -4.031 1.926
N -3.653 -2.665 1.885
B -3.360 -1.930 3.243
N -3.097 -0.394 3.070
C -4.049 0.543 2.782
C -3.481 1.772 2.862
N -2.166 1.581 3.214
C -1.219 2.634 3.517
C -1.958 0.252 3.317
S -0.450 -0.506 3.792
C -3.718 -2.287 0.594
S -3.525 -0.739 -0.123
H -4.244 -4.398 -1.951
H -3.103 -3.032 -2.043
H -4.831 -2.718 -1.931
H -4.197 -5.480 0.296
H -3.840 -4.561 2.862
H -4.317 -2.029 3.956
H -2.371 -2.422 3.705
H -5.057 0.263 2.542
H -3.889 2.752 2.694
H -1.763 3.569 3.624
H -0.477 2.745 2.727
H -0.698 2.413 4.447
Cl 3.192 0.239 -0.426
C 2.948 -1.495 -0.436
C 1.653 -1.979 -0.555
C 1.563 -3.367 -0.502
Cl -0.043 -4.051 -0.649
C 2.640 -4.225 -0.325
Cl 2.419 -5.924 -0.204
C 3.919 -3.676 -0.219
Cl 5.280 -4.697 0.004
C 4.080 -2.293 -0.276
Cl 5.652 -1.609 -0.124
N -0.832 1.349 -0.559
C -0.054 1.473 -1.811
C 0.106 2.919 -2.288
C 0.884 3.223 -3.601
C 2.337 2.711 -3.752
N 2.574 1.268 -3.853
C 2.163 0.468 -4.829
N 2.293 -0.853 -4.680
N 1.783 0.963 -6.009
C -0.691 0.476 -2.818
O -0.958 0.827 -3.959
O -0.821 -0.719 -2.371
H -1.809 1.581 -0.716
H -0.461 1.976 0.146
H 0.926 1.073 -1.557
H 0.607 3.469 -1.483
H -0.894 3.340 -2.413
H 0.959 4.311 -3.662
H 0.278 2.883 -4.436
H 2.914 3.044 -2.889
H 2.776 3.172 -4.640
H 2.968 0.824 -3.036
H 2.369 -1.243 -3.748
H 1.852 -1.456 -5.354
H 1.570 1.942 -6.072
H 1.259 0.369 -6.630
Se 1.001 0.108 2.260
C 1.984 1.504 3.212
C 2.032 1.531 4.596
C 2.813 2.514 5.193
N 3.519 3.403 4.507
C 3.465 3.359 3.184
C 2.701 2.437 2.479
H 1.494 0.812 5.196
H 2.878 2.579 6.273
H 4.061 4.095 2.656
H 2.681 2.444 1.398
*
```

The value obtained for the calculated total energy is -199468.818 eV. The HOMO-LUMO gap is 0.2500 hartree. The LUMO energy comes out at -2.7 eV.

---

Entry 2:
The following is a DFT calculation (the ωB97M-V functional and the def2-TZVPD basis) of a molecular structure, C3H3HgLiO2 at a distorted geometry.

Structure (ORCA input):
```
! wB97M-V def2-TZVPD RIJCOSX def2/J DEFGRID3
* xyz 2 1
O 0.487 -0.568 -0.991
C -0.289 -0.552 -0.014
C -1.669 -0.017 -0.167
H -2.335 -0.645 0.444
H -1.717 0.975 0.314
H -1.970 0.053 -1.224
O 2.576 0.613 1.502
C 3.447 1.327 1.363
Hg 0.979 -0.734 1.579
Li 0.491 -0.452 -2.807
*
```

The value obtained for the calculated total energy is -11614.958 eV. The HOMO-LUMO gap is 0.3295 hartree. The LUMO energy comes out at -10.1 eV.

---

Entry 3:
The following is a DFT calculation (the ωB97M-V functional and the def2-TZVPD basis) of 10 unconnected molecules or ions with the total composition C50H77FIN3O12S2 at a distorted geometry.

Structure (ORCA input):
```
! wB97M-V def2-TZVPD RIJCOSX def2/J DEFGRID3
* xyz 0 1
C -0.162 2.739 -0.616
C 0.801 3.043 -1.889
N 0.150 2.707 -3.192
C 0.361 1.263 -3.476
C -0.914 0.557 -4.222
C -1.547 -0.553 -3.214
C -0.782 -1.747 -3.015
F 0.449 -1.992 -3.682
C -1.354 -2.850 -1.983
O -1.234 -4.081 -2.185
C -2.112 -2.214 -0.704
C -2.007 -2.826 0.710
C -1.121 -4.135 1.053
C 0.029 -3.584 2.077
C 1.301 -4.562 2.193
S 1.344 -5.187 3.961
C 3.131 -5.150 4.463
S 3.916 -3.667 4.519
N 3.825 -6.411 4.772
C 4.209 -7.468 3.866
C 4.843 -8.502 4.845
N 4.832 -7.989 6.205
C 4.203 -6.692 6.149
C -2.791 -2.154 1.890
C -3.637 -0.852 1.652
C -3.730 -0.177 0.229
I -4.871 1.669 -0.042
C -2.966 -0.900 -0.917
C -2.953 -0.331 -2.433
O -3.930 0.242 -2.966
C 0.553 3.590 -4.287
C 1.555 3.247 -5.481
O 0.087 4.780 -4.260
H 0.500 2.579 0.321
H -0.866 3.612 -0.417
H -0.716 1.735 -0.771
H 1.108 4.139 -1.847
H 1.759 2.400 -1.819
H 0.407 0.741 -2.442
H 1.351 1.005 -3.988
H -0.627 0.110 -5.232
H -1.728 1.368 -4.347
H -1.786 -4.929 1.581
H -0.573 -4.556 0.147
H -0.444 -3.506 3.114
H 0.368 -2.580 1.644
H 1.335 -5.406 1.426
H 2.245 -3.903 2.064
H 4.086 -7.548 2.735
H 5.248 -9.502 4.490
H 3.988 -5.982 7.011
H -2.782 -2.543 2.963
H -4.194 -0.344 2.505
H 1.028 2.771 -6.376
H 2.358 2.521 -5.070
H 2.143 4.195 -5.776
C -0.878 -2.701 8.342
C -1.247 -3.499 7.120
C -0.501 -4.784 6.879
O -2.117 -3.120 6.356
H -1.496 -1.802 8.388
H -1.056 -3.294 9.242
H 0.171 -2.403 8.288
H -0.663 -5.470 7.714
H 0.565 -4.577 6.760
H -0.872 -5.252 5.965
C -2.583 5.583 2.963
C -2.549 5.284 1.488
C -3.307 6.212 0.576
O -1.932 4.329 1.048
H -1.994 4.834 3.497
H -2.152 6.567 3.153
H -3.610 5.544 3.325
H -2.908 7.225 0.660
H -4.369 6.201 0.834
H -3.195 5.875 -0.457
C -5.127 -1.175 -7.460
C -6.138 -0.176 -6.960
C -5.759 0.652 -5.762
O -7.218 -0.044 -7.505
H -5.535 -1.699 -8.327
H -4.212 -0.660 -7.760
H -4.910 -1.907 -6.678
H -4.872 1.248 -5.987
H -5.570 0.002 -4.905
H -6.581 1.327 -5.514
C -5.212 -6.977 2.756
C -4.460 -5.694 2.526
C -5.273 -4.460 2.240
O -3.240 -5.662 2.570
H -4.502 -7.783 2.950
H -5.868 -6.872 3.623
H -5.795 -7.230 1.868
H -5.932 -4.246 3.085
H -5.859 -4.604 1.330
H -4.605 -3.612 2.094
C 5.207 3.804 -7.000
C 4.715 2.402 -7.241
C 5.746 1.307 -7.306
O 3.529 2.163 -7.378
H 4.356 4.488 -6.978
H 5.724 3.857 -6.040
H 5.878 4.107 -7.808
H 6.287 1.248 -6.359
H 6.441 1.498 -8.127
H 5.248 0.351 -7.485
C -4.734 8.334 6.800
C -4.700 8.035 5.325
C -5.459 8.963 4.412
O -4.084 7.081 4.886
H -4.145 7.585 7.334
H -4.302 9.319 6.990
H -5.763 8.295 7.164
H -5.059 9.976 4.496
H -6.520 8.952 4.670
H -5.346 8.626 3.379
C 5.701 3.789 -0.511
C 4.585 4.306 -1.380
C 4.230 5.765 -1.258
O 3.993 3.574 -2.151
H 5.846 2.724 -0.704
H 6.628 4.317 -0.743
H 5.444 3.921 0.542
H 5.093 6.381 -1.523
H 3.908 5.985 -0.238
H 3.411 5.996 -1.942
C 4.765 -0.593 3.863
C 4.886 0.845 3.434
C 4.356 1.895 4.374
O 5.392 1.148 2.369
H 5.188 -1.238 3.089
H 5.318 -0.752 4.791
H 3.714 -0.853 3.999
H 4.891 1.847 5.325
H 3.286 1.745 4.534
H 4.509 2.884 3.937
C 3.283 -5.432 -5.678
C 3.409 -3.997 -6.117
C 2.877 -2.939 -5.188
O 3.921 -3.705 -7.182
H 3.707 -6.083 -6.444
H 3.831 -5.584 -4.746
H 2.230 -5.688 -5.544
H 3.407 -2.981 -4.234
H 1.807 -3.085 -5.033
H 3.035 -1.954 -5.633
*
```

The value obtained for the calculated total energy is -114615.284 eV. The HOMO-LUMO gap is 0.2627 hartree. The LUMO energy comes out at -1.6 eV.

---

Entry 4:
The following is a DFT calculation (the ωB97M-V functional and the def2-TZVPD basis) of 3 unconnected molecules or ions with the total composition C2H8O4 at a distorted geometry.

Structure (ORCA input):
```
! wB97M-V def2-TZVPD RIJCOSX def2/J DEFGRID3
* xyz 0 1
C -1.928 -1.223 -0.608
C -0.722 -0.339 -0.739
O -0.637 0.648 -1.392
O 0.310 -0.726 0.133
H -2.627 -0.960 -1.397
H -2.386 -1.182 0.379
H -1.590 -2.249 -0.687
H -0.015 -0.385 0.986
O 0.507 -0.378 3.112
H 1.438 -0.613 3.008
H 0.547 0.587 3.119
O 2.029 1.689 -1.118
H 1.767 2.270 -1.841
H 1.316 1.850 -0.491
*
```

The value obtained for the calculated total energy is -10393.563 eV. The HOMO-LUMO gap is 0.3958 hartree. The LUMO energy comes out at 0.4 eV.

---

Entry 5:
The following is a DFT calculation (the ωB97M-V functional and the def2-TZVPD basis) of a molecular structure, C9H23ClNO3PS2 at a distorted geometry.

Structure (ORCA input):
```
! wB97M-V def2-TZVPD RIJCOSX def2/J DEFGRID3
* xyz 0 1
C -0.158 2.052 6.967
C 0.162 1.719 5.463
Cl -0.411 3.119 4.482
C 1.730 1.615 5.398
O 2.261 1.608 4.067
S 1.590 0.384 3.156
O 0.773 1.099 2.139
O 2.957 -0.208 2.383
P 2.575 -1.420 1.270
S 1.596 -2.909 2.044
H 0.412 2.965 7.231
H -1.233 2.267 7.104
H 0.185 1.243 7.640
H -0.337 0.765 5.227
H 2.090 2.557 5.862
H 2.118 0.793 6.031
H 3.835 -1.916 0.810
H 1.898 -0.888 0.141
C -0.921 0.137 -1.156
C -0.503 -0.843 -2.245
N -1.560 -1.165 -3.189
C -1.232 -2.290 -4.055
C -0.066 -2.126 -5.032
C -2.192 -0.032 -3.847
C -1.303 0.907 -4.667
H -1.789 -0.232 -0.606
H -0.103 0.267 -0.444
H -1.158 1.124 -1.557
H -0.192 -1.766 -1.745
H 0.389 -0.446 -2.753
H -2.126 -2.579 -4.616
H -1.015 -3.150 -3.412
H -0.337 -1.504 -5.885
H 0.216 -3.103 -5.433
H 0.819 -1.699 -4.559
H -2.700 0.564 -3.083
H -3.003 -0.397 -4.483
H -0.366 1.145 -4.160
H -1.827 1.851 -4.839
H -1.071 0.493 -5.648
*
```

The value obtained for the calculated total energy is -60819.167 eV. The HOMO-LUMO gap is 0.3140 hartree. The LUMO energy comes out at 0.5 eV.

---

Entry 6:
The following is a DFT calculation (the ωB97M-V functional and the def2-TZVPD basis) of a gas-phase ion, C4H9N2 (charge +1) at a distorted geometry.

Structure (ORCA input):
```
! wB97M-V def2-TZVPD RIJCOSX def2/J DEFGRID3
* xyz 1 1
H -1.985 2.153 -0.044
N -1.118 1.599 -0.008
C -1.187 0.357 -0.047
C -2.291 -0.615 0.053
N 0.157 -0.228 -0.092
C 1.154 0.541 0.033
C 2.468 0.076 0.025
H -2.657 -0.804 1.070
H -2.063 -1.675 -0.185
H -3.343 -0.407 -0.299
H 0.281 -1.169 -0.242
H 1.031 1.569 0.428
H 2.530 -0.895 -0.342
H 2.947 0.359 1.006
H 3.057 0.594 -0.800
*
```

The value obtained for the calculated total energy is -7266.022 eV. The HOMO-LUMO gap is 0.3739 hartree. The LUMO energy comes out at -5.0 eV.

---

Entry 7:
The following is a DFT calculation (the ωB97M-V functional and the def2-TZVPD basis) of 6 unconnected molecules or ions with the total composition C14H37O6 at a distorted geometry.

Structure (ORCA input):
```
! wB97M-V def2-TZVPD RIJCOSX def2/J DEFGRID3
* xyz -4 2
O 0.817 0.552 0.558
H 0.919 0.815 -0.360
H 1.461 -0.126 0.774
H -0.058 0.261 0.825
C 2.401 3.371 -1.712
C 2.280 2.017 -2.427
C 3.395 1.041 -2.095
O 1.011 1.510 -2.130
H 1.699 4.063 -2.176
H 3.382 3.839 -1.783
H 2.154 3.344 -0.650
H 2.381 2.235 -3.490
H 3.349 0.767 -1.041
H 4.390 1.429 -2.316
H 3.331 0.174 -2.752
C 1.219 -2.330 -1.775
C -0.014 -2.526 -2.714
C -0.278 -3.993 -2.841
O -1.045 -1.573 -2.540
H 1.642 -1.337 -1.928
H 1.953 -3.086 -2.057
H 0.956 -2.437 -0.722
H 0.342 -2.208 -3.694
H 0.556 -4.603 -3.189
H -1.206 -4.125 -3.396
H -0.483 -4.481 -1.888
C -1.472 0.715 3.252
C -1.843 -0.560 2.550
C -3.376 -0.688 2.866
O -1.472 -0.673 1.146
H -1.780 0.783 4.295
H -1.893 1.592 2.762
H -0.413 0.944 3.372
H -1.420 -1.361 3.155
H -3.956 0.229 2.761
H -3.539 -1.071 3.874
H -3.864 -1.309 2.115
C -4.082 2.200 -0.235
C -2.714 2.235 -0.976
C -1.591 3.039 -0.252
O -2.319 1.032 -1.656
H -4.120 1.944 0.824
H -4.861 1.614 -0.723
H -4.532 3.189 -0.159
H -2.774 2.899 -1.839
H -0.744 3.290 -0.891
H -1.241 2.427 0.579
H -2.053 3.930 0.173
C 1.560 -2.733 2.675
C 2.512 -1.553 2.378
O 2.518 -1.250 0.977
H 2.090 -3.587 2.255
H 0.646 -2.508 2.126
H 1.549 -2.724 3.765
H 3.492 -1.876 2.728
H 2.132 -0.811 3.080
H 3.007 -1.952 0.543
*
```

The value obtained for the calculated total energy is -27381.844 eV. The HOMO-LUMO gap (spin up / spin down) is 0.1027 / 0.1228 hartree. The LUMO energy (spin up / spin down) comes out at 9.5 / 9.4 eV. As for the expectation value of S²: 0.751.

---

Entry 8:
The following is a DFT calculation (the ωB97M-V functional and the def2-TZVPD basis) of 3 unconnected molecules or ions with the total composition C16H41N4O7PSi at a distorted geometry.

Structure (ORCA input):
```
! wB97M-V def2-TZVPD RIJCOSX def2/J DEFGRID3
* xyz 0 1
C 4.747 -0.145 -2.102
C 3.475 -1.154 -2.317
O 3.701 -2.481 -2.109
N 2.063 -0.773 -2.692
Si 0.922 -0.814 -1.305
P -1.134 -1.400 -1.891
N -2.036 0.163 -1.946
O -1.186 -2.010 -3.536
C 1.980 0.499 -3.500
C 2.110 2.036 -2.950
O 1.824 0.352 -4.846
H 5.259 -0.004 -3.149
H 4.315 0.877 -1.676
H 5.498 -0.644 -1.327
H 0.850 0.494 -0.604
H 1.391 -1.846 -0.349
H -1.669 0.730 -2.767
H -1.856 0.712 -1.064
H -2.143 -1.909 -3.827
H 3.203 2.478 -2.966
H 1.649 2.233 -1.893
H 1.486 2.716 -3.707
C -5.336 5.812 -0.101
O -4.672 5.496 -1.317
C -3.811 6.542 -1.781
C -2.336 6.128 -1.654
N -1.917 6.070 -0.250
C -0.613 5.431 -0.049
C -0.484 3.944 -0.442
O -1.244 3.058 0.382
C -2.604 2.916 -0.002
H -6.092 5.044 0.083
H -4.636 5.810 0.737
H -5.838 6.783 -0.167
H -4.006 7.496 -1.272
H -4.038 6.683 -2.844
H -1.710 6.852 -2.186
H -2.225 5.152 -2.140
H -2.612 5.551 0.284
H -0.385 5.517 1.019
H 0.152 6.011 -0.578
H 0.564 3.663 -0.290
H -0.689 3.767 -1.503
H -2.746 3.004 -1.084
H -3.220 3.645 0.527
H -2.943 1.924 0.308
C 2.986 -7.271 2.416
O 1.575 -7.250 2.586
C 1.171 -6.982 3.933
C 0.527 -5.590 4.040
N 1.522 -4.527 3.866
C 0.938 -3.193 3.693
C 0.059 -2.961 2.447
O 0.778 -3.000 1.213
C 0.972 -4.304 0.684
H 3.202 -7.650 1.414
H 3.403 -6.266 2.498
H 3.461 -7.934 3.146
H 1.999 -7.097 4.645
H 0.412 -7.731 4.185
H 0.056 -5.484 5.023
H -0.254 -5.528 3.274
H 2.091 -4.734 3.047
H 1.776 -2.489 3.650
H 0.364 -2.938 4.592
H -0.342 -1.944 2.523
H -0.813 -3.623 2.414
H 0.145 -4.979 0.920
H 1.919 -4.715 1.040
H 1.048 -4.221 -0.404
*
```

The value obtained for the calculated total energy is -54709.805 eV. The HOMO-LUMO gap is 0.2950 hartree. The LUMO energy comes out at -0.1 eV.

---

Among the records above, which one has the highest calculated total energy?
C4H9N2

---

What did the second record say?
The following is a DFT calculation (the ωB97M-V functional and the def2-TZVPD basis) of a molecular structure, C3H3HgLiO2 at a distorted geometry.

Structure (ORCA input):
```
! wB97M-V def2-TZVPD RIJCOSX def2/J DEFGRID3
* xyz 2 1
O 0.487 -0.568 -0.991
C -0.289 -0.552 -0.014
C -1.669 -0.017 -0.167
H -2.335 -0.645 0.444
H -1.717 0.975 0.314
H -1.970 0.053 -1.224
O 2.576 0.613 1.502
C 3.447 1.327 1.363
Hg 0.979 -0.734 1.579
Li 0.491 -0.452 -2.807
*
```

The value obtained for the calculated total energy is -11614.958 eV. The HOMO-LUMO gap is 0.3295 hartree. The LUMO energy comes out at -10.1 eV.